No. 1
A molecular structure, C18H21N4O3SSn in a non-equilibrium geometry, computed with ωB97M-V/def2-TZVPD.

Positions of all 48 atoms, in Å:
Sn (11.121, 8.976, 5.068)
O (12.278, 8.304, 9.083)
C (11.571, 8.614, 8.183)
N (10.920, 8.934, 7.240)
C (7.262, 8.232, 6.763)
N (7.526, 6.887, 6.345)
C (8.420, 6.592, 5.366)
N (8.384, 5.314, 4.899)
O (9.215, 7.466, 4.895)
H (6.743, 8.170, 7.734)
H (6.605, 8.756, 6.057)
H (8.167, 8.780, 6.983)
H (6.795, 6.237, 6.619)
H (7.778, 4.684, 5.397)
H (9.204, 4.954, 4.427)
O (13.401, 8.651, 5.493)
S (14.649, 9.166, 6.262)
C (14.943, 7.623, 7.246)
C (16.025, 7.768, 8.305)
C (15.740, 7.611, 9.663)
C (16.807, 7.670, 10.608)
C (18.083, 7.945, 10.210)
C (18.398, 8.012, 8.849)
C (17.394, 7.860, 7.888)
C (14.122, 10.380, 7.649)
C (15.364, 11.155, 7.999)
C (16.096, 11.830, 7.023)
C (17.323, 12.399, 7.336)
C (17.811, 12.431, 8.636)
C (17.035, 11.861, 9.657)
C (15.815, 11.235, 9.320)
H (15.299, 6.912, 6.483)
H (13.984, 7.341, 7.663)
H (14.678, 7.452, 10.004)
H (16.585, 7.504, 11.674)
H (18.865, 8.050, 10.945)
H (19.406, 8.180, 8.532)
H (17.622, 7.968, 6.827)
H (13.731, 9.741, 8.439)
H (13.370, 11.054, 7.157)
H (15.722, 11.926, 6.002)
H (17.884, 12.845, 6.551)
H (18.742, 12.881, 8.889)
H (17.439, 11.846, 10.645)
H (15.164, 10.836, 10.124)
N (9.322, 11.671, 4.649)
C (10.077, 10.847, 4.976)
H (8.671, 12.331, 4.260)

E_tot = -47745.471 eV
Total charge = +3

=====

No. 2
A single C18H21NO molecule, computed with ωB97M-V/def2-TZVPD.

Positions of all 41 atoms, in Å:
C (2.357, 5.095, -3.180)
C (3.398, 4.247, -3.522)
C (3.422, 2.948, -3.054)
C (2.397, 2.485, -2.235)
C (1.342, 3.329, -1.904)
C (1.332, 4.629, -2.375)
H (0.510, 5.280, -2.114)
H (0.533, 2.964, -1.288)
O (2.447, 1.169, -1.859)
C (1.903, 0.770, -0.665)
C (1.975, 1.538, 0.491)
C (1.454, 1.037, 1.672)
C (0.875, -0.217, 1.711)
C (0.813, -0.996, 0.561)
C (1.326, -0.495, -0.624)
H (1.290, -1.076, -1.534)
C (0.186, -2.362, 0.622)
N (-1.103, -2.310, 1.289)
C (-2.077, -1.566, 0.510)
C (-3.352, -1.362, 1.321)
C (-3.935, -2.713, 1.721)
C (-2.870, -3.508, 2.466)
C (-1.612, -3.629, 1.611)
H (-0.840, -4.169, 2.167)
H (-1.842, -4.209, 0.697)
H (-2.615, -2.991, 3.393)
H (-3.238, -4.505, 2.717)
H (-4.817, -2.576, 2.349)
H (-4.240, -3.259, 0.825)
H (-3.109, -0.791, 2.218)
H (-4.072, -0.791, 0.731)
H (-1.639, -0.597, 0.254)
H (-2.319, -2.092, -0.433)
H (0.108, -2.786, -0.396)
H (0.837, -3.020, 1.209)
H (0.459, -0.606, 2.627)
H (1.508, 1.636, 2.569)
H (2.440, 2.512, 0.464)
H (4.225, 2.274, -3.312)
H (4.198, 4.601, -4.155)
H (2.343, 6.111, -3.543)

Structure (SMILES) = c1ccc(Oc2cccc(CN3CCCCC3)c2)cc1
E_tot = -22544.420 eV
Total charge = 0

=====

No. 3
A single C18H21NO5 molecule in a non-equilibrium geometry, computed with ωB97M-V/def2-TZVPD.

Positions of all 45 atoms, in Å:
C (3.977, -1.385, -2.076)
H (4.351, -0.873, -2.961)
O (3.277, -0.411, -1.343)
C (2.705, -0.779, -0.161)
C (2.730, -2.054, 0.377)
C (2.095, -2.319, 1.583)
C (1.417, -1.318, 2.245)
C (1.389, -0.033, 1.721)
C (2.043, 0.256, 0.536)
O (2.148, 1.494, -0.040)
C (1.258, 2.517, 0.350)
C (-0.140, 2.227, -0.209)
O (-0.091, 2.197, -1.620)
H (0.709, 1.718, -1.871)
C (-1.175, 3.287, 0.207)
N (-2.476, 3.129, -0.401)
H (-2.344, 3.018, -1.401)
C (-3.302, 2.051, 0.118)
C (-2.788, 0.650, -0.134)
C (-2.582, 0.218, -1.437)
C (-2.036, -1.029, -1.725)
C (-1.717, -1.833, -0.658)
C (-1.942, -1.420, 0.655)
C (-2.471, -0.186, 0.942)
H (-2.629, 0.125, 1.962)
O (-1.556, -2.414, 1.517)
C (-1.102, -3.473, 0.704)
O (-1.177, -3.094, -0.652)
H (-0.058, -3.709, 0.961)
H (-1.733, -4.362, 0.873)
H (-1.868, -1.353, -2.738)
H (-2.839, 0.873, -2.256)
H (-4.287, 2.164, -0.348)
H (-3.417, 2.213, 1.194)
H (-0.798, 4.269, -0.096)
H (-1.288, 3.275, 1.294)
H (-0.453, 1.239, 0.162)
H (1.659, 3.425, -0.109)
H (1.232, 2.651, 1.437)
H (0.858, 0.737, 2.256)
H (0.903, -1.525, 3.171)
H (2.140, -3.315, 1.998)
H (3.239, -2.854, -0.136)
H (4.822, -1.787, -1.508)
H (3.321, -2.207, -2.383)

Structure (SMILES) = COc1ccccc1OC[C@H](O)CNCc1ccc2c(c1)OCO2
E_tot = -30732.804 eV
Total charge = 0

=====

No. 4
A molecular structure, C18H21NiO6S6, computed with ωB97M-V/def2-TZVPD.

Positions of all 52 atoms, in Å:
Ni (-0.045, 0.412, -0.125)
O (-0.504, -1.363, 1.243)
S (0.010, -0.699, 2.462)
O (-0.651, -1.106, 3.677)
O (0.073, 0.733, 2.220)
C (1.702, -1.292, 2.621)
C (2.011, -1.842, 3.861)
C (3.273, -2.339, 4.137)
C (4.253, -2.292, 3.163)
C (3.958, -1.748, 1.923)
C (2.694, -1.243, 1.633)
S (2.521, -0.571, -0.033)
O (1.480, -1.347, -0.714)
O (3.837, -0.650, -0.611)
O (2.001, 0.803, 0.149)
H (1.232, -1.870, 4.609)
H (3.482, -2.756, 5.115)
H (5.248, -2.673, 3.356)
H (4.714, -1.697, 1.153)
C (0.490, -2.366, -3.604)
C (0.411, -1.085, -4.442)
S (0.381, 0.478, -3.523)
C (-1.348, 0.966, -3.589)
C (-2.319, 0.130, -2.775)
S (-2.019, -0.135, -0.986)
C (-2.343, -1.917, -0.894)
C (-1.244, -2.870, -1.345)
S (-1.096, -3.125, -3.144)
H (1.073, -2.199, -2.699)
H (1.004, -3.129, -4.193)
H (-0.441, -1.114, -5.125)
H (1.308, -1.034, -5.064)
H (-1.702, 0.964, -4.624)
H (-1.348, 1.997, -3.241)
H (-2.363, -0.873, -3.192)
H (-3.313, 0.576, -2.840)
H (-3.270, -2.082, -1.447)
H (-2.544, -2.091, 0.162)
H (-1.467, -3.852, -0.924)
H (-0.280, -2.564, -0.945)
S (-0.350, 2.497, -0.846)
C (-1.046, 3.350, 0.540)
C (-1.922, 2.759, 1.450)
C (-2.459, 3.497, 2.493)
C (-2.150, 4.842, 2.643)
C (-1.282, 5.439, 1.740)
C (-0.733, 4.700, 0.702)
H (-2.172, 1.712, 1.354)
H (-3.118, 3.009, 3.201)
H (-2.566, 5.412, 3.465)
H (-1.021, 6.486, 1.845)
H (-0.042, 5.163, 0.008)

E_tot = -137349.366 eV
Total charge = -1

=====

> Which value of total charge does entry 4 give?

-1

=====

> total charge of number 2 (C18H21NO)?

0